Molecular formula: C2H10O2S2
Method: DFT, wB97M-V/def2-TZVPD

Last column: natural (NBO) charge in e.
Cartesian coordinates (Å):
O  1.73511  -1.25615  -0.22481  -0.9741
H  -1.43114  -0.82064  -0.44176  0.2562
H  -0.24958  3.90143  -0.41027  0.2275
H  -0.83735  -1.33285  1.35250  0.2339
H  2.57199  -1.02503  -0.63697  0.4809
H  1.45993  3.29273  -0.64766  0.2340
H  -0.54639  -3.78712  -0.22226  0.4604
C  0.51072  3.17295  -0.12973  -0.7433
C  -1.46876  -0.81445  0.64609  -0.7102
S  -0.11382  1.54419  -0.61770  0.0401
O  -0.36997  -3.17644  -0.94085  -0.9579
H  1.29272  -0.40442  -0.05744  0.4850
H  0.78622  3.19763  0.92572  0.2342
H  -2.51430  -0.88818  0.85815  0.2284
S  -1.10629  0.95739  1.12542  0.0131
H  0.28091  -2.56103  -0.57843  0.4919

Summary:
Frontier orbital gap   8.478 eV
Net charge   0
Calculated total energy   -1029.02733 Eh
HOMO level   -8.05 eV



Molecular formula: C2H10O2S2
Method: DFT, wB97M-V/def2-TZVPD

Last column: natural (NBO) charge in e.
Cartesian coordinates (Å):
H  -2.64504  0.82272  1.90265  0.1171
H  -0.65662  1.15648  -1.86112  0.2247
H  -1.54296  1.24720  -0.35127  0.2525
H  -0.60169  -1.28137  0.06440  0.2756
H  0.14422  1.05335  -0.24643  0.2517
C  -0.71487  0.75160  -0.77990  -0.6341
H  1.93364  -0.15432  -1.26158  0.4622
H  2.64237  1.20367  -1.31938  0.4571
S  -1.44357  0.36860  2.01092  -0.2784
S  0.28864  -1.36490  -2.16969  0.1875
H  0.28719  -0.54906  1.82541  0.4456
H  -1.88961  -1.02250  -1.08425  0.2240
O  1.15001  -1.06641  1.97069  -0.9365
H  1.37518  -0.80372  2.86847  0.4678
O  2.53117  0.43615  -0.71664  -0.9536
C  -0.85805  -0.79748  -0.85226  -0.5632

Summary:
Frontier orbital gap   3.768 eV
Net charge   0
Calculated total energy   -1028.83462 Eh
HOMO level   -8.73 eV



Molecular formula: C2H10O2S2
Method: DFT, wB97M-V/def2-TZVPD

Last column: natural (NBO) charge in e.
Cartesian coordinates (Å):
C  -2.33934  2.82408  0.15246  -0.6269
H  2.11695  -3.95039  2.90592  0.4575
H  2.02631  -5.29777  3.07470  0.4594
H  3.17242  -4.59500  -1.13532  0.4610
H  3.31314  -4.91832  0.33785  0.4732
O  1.56170  -4.67856  2.54097  -0.9159
C  -1.83312  3.76065  -0.95144  -0.5813
H  -2.38539  3.27656  1.11131  0.2132
H  -3.41387  2.50073  0.01697  0.2166
O  3.46828  -5.27841  -0.59770  -0.9351
H  -0.97609  4.56336  -0.65820  0.2125
H  0.98704  1.50609  -2.19193  0.1543
H  -2.60385  4.54856  -1.16745  0.2543
S  -0.12562  1.14317  -1.43202  -0.1529
H  -1.71422  1.90565  0.26260  0.2140
S  -1.25433  2.68960  -2.26874  0.0960

Summary:
Frontier orbital gap   8.864 eV
Net charge   0
Calculated total energy   -1028.99610 Eh
HOMO level   -8.64 eV



Molecular formula: C2H10O3
Method: DFT, wB97M-V/def2-TZVPD

Last column: Löwdin spin population.
Cartesian coordinates (Å):
H  3.74845  -3.60034  0.41442  0.1058
H  1.98865  -0.19213  0.42246  0.0460
C  -4.10223  0.88120  -2.84449  0.0017
C  -3.86366  1.22587  -1.58482  0.0132
H  -5.09375  0.96763  -3.26258  0.0001
H  2.47636  -3.50425  1.28283  0.1079
H  -4.51904  1.94552  -1.01881  0.0013
H  -3.43538  0.39265  -3.46849  0.0004
H  2.71590  -1.09654  1.20174  0.0720
O  1.84002  -0.79656  1.16247  0.2017
O  1.52357  2.44115  1.80449  0.0815
O  2.90225  -3.24878  0.45660  0.3298
H  1.28844  2.83497  2.63952  0.0118
H  1.57525  1.50706  2.03139  0.0187
H  -3.07629  0.93650  -1.05499  0.0081

Summary:
Frontier orbital gap (alpha / beta)   1.946 / 9.772 eV
2S+1   2
Net charge   -1
Calculated total energy   -307.80942 Eh
HOMO level (alpha / beta)   1.18 / -6.69 eV



Molecular formula: C2H10O3
Method: DFT, wB97M-V/def2-TZVPD

Last column: natural (NBO) charge in e.
Cartesian coordinates (Å):
O  2.33040  -1.09269  1.13204  -0.9350
H  1.42267  2.09606  0.83195  0.4707
C  -2.89248  1.46478  -0.90909  -0.3813
H  2.46672  1.68890  1.84262  0.4694
H  -2.25415  0.19778  -2.36165  0.1747
H  2.26749  -4.13513  0.38219  0.4589
O  1.53284  1.95175  1.78687  -0.9382
H  -3.93316  0.50935  -2.57068  0.1974
O  2.09772  -3.45215  -0.15818  -0.9613
H  2.18560  -0.62826  1.97545  0.4784
H  1.68221  -0.51075  0.71329  0.4707
H  -3.75435  2.01998  -0.59819  0.1797
C  -3.03262  0.74411  -2.02374  -0.3647
H  1.94874  -2.63664  0.29196  0.4866
H  -2.06762  1.78292  -0.33485  0.1940

Summary:
Frontier orbital gap   10.485 eV
Net charge   0
Calculated total energy   -307.84617 Eh
HOMO level   -10.30 eV



Molecular formula: C2H10O4
Method: DFT, wB97M-V/def2-TZVPD

Last column: natural (NBO) charge in e.
Cartesian coordinates (Å):
H  2.29719  0.61109  -2.48594  0.2290
H  -1.40085  1.62278  -0.60204  0.4724
H  -2.89155  0.57886  1.85014  0.4712
H  0.08258  -2.11964  1.66218  0.4948
O  -1.39422  2.25198  -1.31655  -0.9323
O  1.55282  -0.54464  0.42672  -0.5699
H  0.82518  1.18260  -0.43560  0.1461
O  -2.48224  -0.04755  1.17855  -0.9875
C  1.55866  0.31408  -0.45288  0.4212
H  -0.95196  -1.86545  0.53304  0.4788
H  3.05013  -0.76362  -1.65484  0.2439
H  -1.89823  1.71546  -1.90836  0.4626
H  3.41878  0.90599  -0.99706  0.2497
H  -1.87993  -0.60469  1.75483  0.5003
O  -0.89704  -2.22691  1.43133  -0.9562
C  2.62702  0.23151  -1.45991  -0.7241

Summary:
Frontier orbital gap   10.872 eV
Net charge   0
Calculated total energy   -383.12919 Eh
HOMO level   -10.24 eV



Molecular formula: C2H10OSi2
Method: DFT, wB97M-V/def2-TZVPD

Last column: natural (NBO) charge in e.
Cartesian coordinates (Å):
H  -3.63051  0.78297  -0.82361  0.5186
H  -1.72678  -1.58514  0.59893  -0.2219
H  1.64989  -1.56680  1.00853  0.2361
H  1.85272  1.43053  0.98163  0.2258
H  -2.52669  0.24683  1.88195  -0.1683
C  1.29340  1.57647  0.14508  -1.0595
H  2.25427  -1.59989  -0.85769  0.2422
H  0.72824  2.40272  0.30856  0.2266
Si  0.36014  0.04887  -0.47971  0.9313
C  1.38070  -1.53079  -0.09272  -1.0615
O  -2.94855  0.08287  -0.63548  -1.1238
H  0.44993  0.22204  -1.88152  -0.1737
H  1.91113  1.93645  -0.56195  0.2258
Si  -1.87528  -0.07975  0.57443  0.9754
H  0.82741  -2.36737  -0.16643  0.2268

Summary:
Frontier orbital gap   9.470 eV
Net charge   0
Calculated total energy   -736.38950 Eh
HOMO level   -8.90 eV



Molecular formula: C2H10OSi2
Method: DFT, wB97M-V/def2-TZVPD

Last column: natural (NBO) charge in e.
Cartesian coordinates (Å):
H  1.13723  1.24773  -1.94826  0.2422
H  2.22508  -1.43370  -0.03790  0.2288
O  0.36322  0.83751  1.72759  -1.1032
C  1.12447  -1.54040  -0.05883  -1.0079
C  1.03011  1.62023  -0.93913  -1.0783
H  0.11367  0.12948  2.38018  0.4997
H  -3.26044  0.67485  0.53597  -0.1243
Si  0.09617  0.38716  0.19100  1.4059
H  -2.40574  -0.61371  -1.35653  -0.1316
H  0.83974  -1.95861  0.92083  0.2038
H  0.61966  -2.00310  -0.88081  0.2188
H  0.62309  2.56660  -0.96126  0.2319
H  -2.38923  -1.33666  0.91431  -0.1524
H  2.03630  1.64847  -0.63158  0.2447
Si  -2.15331  -0.22586  0.14443  0.3219

Summary:
Frontier orbital gap   9.776 eV
Net charge   0
Calculated total energy   -736.40905 Eh
HOMO level   -9.12 eV



Molecular formula: C2H10OSi2
Method: DFT, wB97M-V/def2-TZVPD

Last column: Löwdin spin population.
Cartesian coordinates (Å):
H  2.33930  0.04435  1.55749  0.0168
H  1.89616  -1.69880  -0.95928  0.0178
H  2.57969  1.74792  1.19171  0.0028
H  0.61008  -1.65603  0.23391  0.0172
H  -4.20082  0.38579  -0.32223  0.0017
Si  1.08037  0.69043  -0.56971  1.3460
O  -1.99740  -0.43624  0.61750  0.0326
H  -1.79123  -1.25943  0.18618  0.0006
H  -2.65064  1.84966  0.81573  0.0028
Si  -2.79190  0.76709  -0.14246  0.0425
C  0.94258  -1.22860  -0.71168  0.2335
H  -2.19124  1.03919  -1.44759  0.0156
H  0.23193  -1.53365  -1.47802  0.0016
H  3.45253  0.53034  0.28192  0.0216
C  2.49059  0.75796  0.74655  0.2468

Summary:
Frontier orbital gap (alpha / beta)   7.110 / 8.700 eV
2S+1   3
Net charge   0
Calculated total energy   -736.31269 Eh
HOMO level (alpha / beta)   -6.34 / -10.45 eV



Molecular formula: C2H11FeO10P
Method: DFT, wB97M-V/def2-TZVPD

Last column: Löwdin spin population.
Cartesian coordinates (Å):
O  -12.83744  1.34146  -18.87964  0.0002
H  -16.35700  4.38906  -22.35320  0.0044
H  -13.65738  5.71975  -22.44755  0.0035
H  -13.31286  3.79464  -18.10041  0.0001
H  -12.35492  5.04816  -21.94371  0.0025
P  -12.88280  1.15231  -24.17223  0.0083
O  -15.81154  3.73802  -21.89243  0.0303
O  -14.37321  1.23376  -23.69988  0.1298
H  -13.93996  4.01114  -25.17015  0.0003
H  -11.22996  3.30073  -22.52416  0.0004
O  -12.30003  2.52498  -23.64816  0.0572
H  -16.41723  3.24296  -21.32372  0.0024
H  -15.46945  3.85269  -25.07021  0.0032
O  -13.48324  2.06006  -20.89926  0.0361
H  -9.71935  3.58968  -22.41398  0.0001
O  -10.51751  3.58792  -21.88091  0.0006
O  -14.68454  4.04088  -24.54387  0.0252
Fe  -14.08914  2.91911  -22.74671  3.6473
O  -12.88640  1.02749  -25.70550  0.0070
C  -13.23887  3.65472  -19.18571  0.0001
H  -12.33192  4.20776  -19.45875  0.0000
O  -12.29428  -0.07188  -23.44649  0.0057
O  -13.25153  4.86395  -22.27357  0.0319
C  -13.16718  2.23548  -19.68513  0.0033
H  -14.10217  4.19887  -19.58434  0.0002

Summary:
Frontier orbital gap (alpha / beta)   3.376 / 3.303 eV
2S+1   5
Net charge   -2
Calculated total energy   -2440.41680 Eh
HOMO level (alpha / beta)   0.81 / 0.81 eV



Molecular formula: C2H11N2O
Method: DFT, wB97M-V/def2-TZVPD

Last column: natural (NBO) charge in e.
Cartesian coordinates (Å):
N  0.33762  1.32487  0.59500  -0.7291
H  -0.99928  -1.83832  -0.12472  0.1813
N  -0.71269  -0.31140  -1.62380  -0.9276
H  0.54114  1.99545  -0.11083  0.4351
H  -0.12359  -2.27493  -1.55755  0.1778
C  -0.36107  1.64959  1.86940  -0.4371
H  -1.29459  2.06052  1.68956  0.2323
H  -0.13644  0.23541  -2.28882  0.3996
H  0.22593  2.22389  2.66400  0.2533
H  1.54094  -2.01976  -0.20210  0.5165
H  -0.23845  0.63716  0.01656  0.4690
H  -0.56032  0.71646  2.44067  0.2399
C  -0.20740  -1.43806  -0.83590  0.0600
H  -1.66790  -0.51560  -2.08436  0.4245
H  1.07740  0.60539  0.65958  0.4689
O  0.95893  -1.27364  -0.01268  -0.7644

Summary:
Frontier orbital gap   10.760 eV
Net charge   +1
Calculated total energy   -267.26315 Eh
HOMO level   -13.81 eV



Molecular formula: C2H11N2O
Method: DFT, wB97M-V/def2-TZVPD

Last column: natural (NBO) charge in e.
Cartesian coordinates (Å):
N  0.50701  1.49127  -0.55814  -0.7060
H  -1.61977  -2.07104  0.85436  0.1764
H  2.12831  0.15610  -0.77803  0.2398
C  -1.36122  -1.18084  0.27904  0.0846
H  2.53814  1.81641  -0.94720  0.2283
N  -1.00176  -0.01563  1.08414  -0.8445
H  0.38918  2.48278  -0.35572  0.4209
H  -2.11814  -1.01223  -0.48064  0.1878
H  -1.74297  0.12794  1.76984  0.4042
O  -0.19167  -1.49041  -0.46916  -0.7663
H  2.18859  1.17893  0.69546  0.2285
H  0.18314  -2.35461  -0.39730  0.5032
H  -0.28645  -0.37757  1.72256  0.3822
H  0.27014  1.43770  -1.54435  0.4262
H  -0.16240  0.86952  0.06427  0.4609
C  1.92624  1.13047  -0.35385  -0.4262

Summary:
Frontier orbital gap   11.895 eV
Net charge   +1
Calculated total energy   -267.29981 Eh
HOMO level   -14.90 eV



Molecular formula: C2H11N3O
Method: DFT, wB97M-V/def2-TZVPD

Last column: Löwdin spin population.
Cartesian coordinates (Å):
H  1.68958  4.92410  0.57271  0.0807
H  1.36320  2.56177  0.40424  0.0732
H  0.22646  -2.70239  -2.75246  0.0188
H  -1.65970  -2.76247  -1.15873  0.0071
H  -0.08866  -2.05984  -0.63874  0.0224
N  -0.06625  -3.49870  -2.19164  0.0173
H  -0.43632  3.60069  2.15176  0.0214
H  -1.66079  -4.31298  0.21407  0.0041
H  0.70033  -4.15844  -2.10382  0.0052
H  -0.00408  -4.51937  0.44717  0.0044
N  0.88620  4.75138  1.20435  0.1210
H  -1.02529  3.76768  0.60410  0.0174
O  0.48493  2.39639  0.77058  0.1412
C  -0.03490  3.71244  1.11259  0.3150
H  1.00176  5.18846  2.11057  0.0586
C  -0.63039  -2.99837  -0.93519  0.0785
N  -0.74608  -3.89036  0.18842  0.0135

Summary:
Frontier orbital gap (alpha / beta)   2.115 / 8.676 eV
2S+1   2
Net charge   -1
Calculated total energy   -322.19806 Eh
HOMO level (alpha / beta)   1.36 / -5.22 eV



Molecular formula: C2H11N3O
Method: DFT, wB97M-V/def2-TZVPD

Last column: natural (NBO) charge in e.
Cartesian coordinates (Å):
H  3.16489  -0.86614  -2.57963  0.3729
N  -1.59958  0.66729  3.09352  -0.8575
C  -0.97311  0.39878  1.84677  -0.0370
H  1.03218  1.05995  -1.88841  0.1552
C  1.48413  0.05924  -1.80869  0.0562
H  -0.16035  -0.36531  1.88043  0.1206
H  -1.59831  -0.43066  0.01354  0.3746
H  -1.09953  1.04059  3.88234  0.3774
H  2.12362  -0.23990  -3.72025  0.3591
N  -1.97704  -0.02763  0.85704  -0.8348
H  -2.49370  -0.76544  1.33174  0.3311
H  -0.53741  1.27714  1.35547  0.1702
N  2.48678  -0.14970  -2.78086  -0.8404
H  1.93239  0.16364  -0.81036  0.1711
H  0.02144  -0.86285  -2.46111  0.4531
O  0.41286  -0.89229  -1.59095  -0.7262
H  -2.21925  -0.06669  3.37940  0.3543

Summary:
Frontier orbital gap   9.388 eV
Net charge   0
Calculated total energy   -322.26386 Eh
HOMO level   -8.54 eV



Molecular formula: C2H11N3O2
Method: DFT, wB97M-V/def2-TZVPD

Last column: Löwdin spin population.
Cartesian coordinates (Å):
N  1.08475  -1.26962  0.21953  0.0157
C  0.48578  0.88974  -1.35435  0.0948
O  -3.48640  0.38318  -0.76734  0.3159
C  0.10317  -0.49872  0.55802  0.1257
H  1.48284  0.98525  -1.17512  0.0030
H  0.98332  -2.18460  0.66416  0.0104
N  -0.11392  0.78883  -0.02721  0.0268
N  -0.80101  -0.77525  1.71286  0.0606
H  0.30804  -0.13911  -1.82514  0.0292
H  -4.30275  -0.07292  -0.72861  0.0825
H  -3.00048  -0.14351  -1.39418  0.1132
H  -1.07951  -0.00675  2.25763  0.0252
H  3.26641  0.88561  0.79877  0.0050
H  -0.35045  -1.33372  2.41808  0.0177
H  -1.05742  1.09956  0.12800  0.0381
H  2.76378  -0.38082  0.11973  0.0014
O  3.68200  0.10354  0.33729  0.0095
H  0.03184  1.66931  -1.94213  0.0254

Summary:
Frontier orbital gap (alpha / beta)   2.942 / 9.906 eV
2S+1   2
Net charge   -1
Calculated total energy   -397.49340 Eh
HOMO level (alpha / beta)   0.88 / -6.21 eV